Here is C6H7IO in the gas phase in a non-equilibrium geometry from the Open Molecules 2025 dataset. Energies are from the ωB97M-V functional and the def2-TZVPD basis.

Each line ends with the Mulliken charge.
Cartesian coordinates (Å):
C1 1.233 0.845 -0.849  -0.1964
C2 0.579 1.596 0.183  -0.2721
C3 0.987 -0.447 -1.004  -0.1981
C4 -0.548 1.190 0.762  -0.3354
C5 -0.062 -1.259 -0.314  0.2373
C6 -1.168 -0.183 0.549  -0.7599
O1 0.356 -2.276 0.513  -0.5284
I1 -3.193 -0.007 -0.373  0.0668
H1 1.941 1.390 -1.507  0.3373
H2 1.149 2.583 0.395  0.2534
H3 1.726 -0.896 -1.840  0.1598
H4 -1.240 1.724 1.468  0.3385
H5 -0.856 -1.666 -0.967  0.1806
H6 -1.264 -0.578 1.567  0.3867
H7 0.360 -2.015 1.418  0.3298

Forces on atoms 1 to 2 (eV/Å):
C 0.278 -0.089 -0.207
C 0.652 2.651 0.548

Computed properties:
- total charge = 0
- SMILES string = O[C@@H]1C=CC=C[C@H]1I
- frontier orbital gap (eV) = 8.74
- total energy (a.u.) = -605.66462